138
Properties=species:S:1:pos:R:3:forces:R:3 method="wB97M-V/def2-TZVPD" mol_weight_g_mol=6100.943 e_tot_ev=-4888601.2641 e_lumo_ev=-0.420
C -6.4810 -1.2204 4.4591 0.508 0.514 -0.717
C -5.0721 -1.4338 3.7811 -1.929 0.679 1.164
O -5.2155 -2.5365 2.8800 2.194 -0.151 -0.770
B -4.0613 -2.7882 2.1337 -1.860 -1.190 -0.304
O -4.1542 -3.8738 1.2205 -0.384 1.299 0.835
B -2.6020 -1.9976 2.2667 1.543 0.777 0.281
Cl -1.5079 -2.6895 3.5762 -1.600 0.536 -0.896
C -2.0971 -0.7541 1.3594 -0.090 0.144 1.312
I -0.2409 0.0489 2.2416 -0.163 -0.120 -0.482
C -3.0985 0.4436 1.3327 -0.149 0.241 -1.368
C -4.3427 0.1632 0.4047 0.606 -0.288 0.498
H -6.8089 -0.1768 4.2781 0.156 -0.455 0.270
H -6.4583 -1.3755 5.5478 -0.201 -0.191 -0.823
H -7.2069 -1.8586 3.9310 0.264 0.029 0.473
H -4.3313 -1.6144 4.5813 -0.026 -0.070 -0.642
H -4.8609 -0.4854 3.2503 0.303 -0.712 0.061
H -3.8140 -3.6245 0.3601 0.408 -0.290 -0.251
H -1.8401 -1.0109 0.3190 -0.012 -0.080 0.410
H -3.3826 0.8111 2.3309 0.165 -0.471 -0.501
H -2.5618 1.2821 0.8454 -0.136 -0.420 0.404
H -5.2447 -0.1049 0.9826 0.297 0.210 -0.319
H -4.1041 -0.6898 -0.2591 -0.194 0.373 0.141
H -4.5226 1.0445 -0.2347 -0.164 -0.436 0.369
C -3.9824 3.1843 3.8796 0.195 -0.075 -0.095
Br -2.6629 3.8016 2.6068 -0.270 -0.018 0.193
Br -5.7135 2.9371 3.0501 0.193 -0.040 0.065
Br -3.3848 1.5700 4.7674 -0.191 0.406 0.256
H -4.0954 3.9515 4.6349 0.002 -0.085 -0.036
C 0.3639 5.0855 0.2384 0.175 0.045 -0.040
Br 1.6686 5.5825 -1.0982 -0.231 -0.188 0.143
Br -1.3907 4.8504 -0.5478 0.219 0.015 0.041
Br 0.9002 3.5331 1.2529 -0.042 0.135 -0.237
H 0.2951 5.9008 0.9484 -0.035 0.013 -0.137
C 5.4961 7.3906 0.6278 0.003 0.143 0.080
Br 4.1881 6.3474 1.5963 0.192 0.086 -0.018
Br 5.6597 6.7954 -1.2066 -0.086 0.068 0.249
Br 5.1126 9.2837 0.7295 0.164 -0.341 0.020
H 6.4632 7.2235 1.1160 -0.747 0.313 -0.355
C 1.3080 -4.0041 2.7535 0.145 0.016 0.098
Br 0.4662 -5.2551 3.9628 0.328 -0.100 -0.247
Br 3.0008 -3.3605 3.4358 -0.386 -0.230 0.010
Br 1.4956 -4.7389 0.9726 0.111 0.123 0.232
H 0.6447 -3.1499 2.6799 0.208 -0.064 -0.071
C 0.3760 -0.4726 -2.5707 0.206 0.237 0.370
Br -0.7507 1.1007 -2.5415 0.138 -0.177 0.078
Br 1.8769 -0.2907 -1.3658 -0.237 -0.069 -0.118
Br -0.6543 -2.0739 -2.2469 0.111 0.075 -0.033
H 0.7840 -0.5534 -3.5714 -0.088 0.008 0.410
C 5.9139 -0.5942 0.3693 -0.204 -0.102 0.156
Br 4.8140 0.9932 0.3590 0.042 -0.066 0.299
Br 7.4161 -0.4223 1.5758 -0.216 -0.039 -0.163
Br 4.8234 -2.1417 0.7607 0.246 0.226 -0.062
H 6.3213 -0.7281 -0.6229 0.013 0.045 0.027
C 7.3824 2.6905 -2.9628 0.044 0.031 0.090
Br 8.1703 3.3729 -1.3331 -0.315 -0.340 -0.352
Br 6.4108 1.0418 -2.6794 0.216 0.195 -0.436
Br 6.2579 4.0063 -3.8241 0.117 -0.149 0.059
H 8.1952 2.4607 -3.6402 -0.066 0.058 0.023
C -5.7217 -6.2817 2.1454 0.034 -0.061 0.004
Br -6.8025 -7.1852 0.8192 0.116 0.076 0.156
Br -6.6366 -6.1557 3.8468 0.089 -0.053 -0.153
Br -3.9822 -7.1042 2.3294 -0.289 0.121 -0.049
H -5.5614 -5.2689 1.7935 0.012 -0.157 0.039
C 1.3157 1.0091 -6.3514 0.059 0.141 0.046
Br 0.1613 2.5580 -6.2546 0.161 -0.228 0.006
Br 2.9347 1.2551 -5.3248 -0.204 -0.026 -0.032
Br 0.3878 -0.6112 -5.8405 0.008 0.157 -0.753
H 1.6097 0.8947 -7.3878 -0.027 -0.034 0.076
C -2.2182 -6.1810 -2.6388 0.113 -0.100 0.055
Br -3.3214 -4.5987 -2.7459 0.071 -0.063 0.009
Br -0.7698 -5.9463 -1.3777 -0.366 -0.037 -0.110
Br -3.2904 -7.7385 -2.2454 0.102 0.160 0.095
H -1.7672 -6.3313 -3.6114 -0.089 0.041 0.033
C 6.7477 -5.6639 -1.1344 -0.090 0.046 0.075
Br 4.9771 -5.4881 -1.8946 0.208 0.012 0.127
Br 7.6821 -3.9710 -1.1072 -0.046 -0.185 -0.018
Br 6.6962 -6.4783 0.6190 -0.026 0.157 -0.229
H 7.3083 -6.3278 -1.7794 -0.039 0.058 0.044
C 0.1254 8.7117 -3.8158 0.010 -0.061 0.057
Br -1.0835 7.8133 -5.0289 0.126 0.054 0.168
Br -0.5225 8.6683 -1.9934 0.075 0.018 -0.256
Br 1.9268 8.0210 -3.9619 -0.229 0.113 0.006
H 0.1600 9.7517 -4.1148 -0.007 -0.086 -0.013
C -5.1131 -5.3318 7.4424 0.173 -0.136 0.158
Br -6.3017 -3.8807 6.9600 -1.372 -1.747 -0.456
Br -3.3065 -5.0139 6.8338 -0.325 0.086 0.039
Br -5.1745 -5.7056 9.3391 -0.081 -0.223 -0.309
H -5.4692 -6.2177 6.9308 0.008 0.095 -0.010
C 5.6730 0.7153 -8.7975 -0.100 0.036 0.081
Br 6.5239 1.4421 -7.2206 -0.289 -0.013 -0.284
Br 4.7347 -0.9326 -8.4067 0.097 0.261 -0.027
Br 4.5217 2.0128 -9.6561 0.090 -0.178 0.164
H 6.4602 0.4736 -9.4997 -0.042 0.016 0.061
C -1.5631 -9.2591 6.2420 -0.112 0.006 0.044
Br -3.2792 -9.1333 5.3603 0.229 0.017 0.169
Br -0.6432 -7.5587 6.2490 -0.031 -0.288 0.091
Br -1.7198 -9.9921 8.0252 0.006 0.136 -0.223
H -0.9589 -9.9483 5.6664 -0.034 0.062 0.039
C 2.0166 11.5221 2.1243 0.027 -0.072 -0.044
Br 1.5110 10.1830 3.4256 0.112 0.149 -0.189
Br 3.7554 12.2781 2.5121 -0.205 -0.097 -0.044
Br 1.9208 10.8345 0.3195 -0.162 0.135 0.222
H 1.2969 12.3268 2.1980 0.060 -0.056 0.006
C -4.6208 -1.6693 7.8789 0.853 0.788 0.405
Br -6.0623 -0.3790 7.8043 0.212 -0.017 0.389
Br -3.0013 -0.9757 7.0824 0.003 -0.040 0.217
Br -4.3181 -2.3101 9.6771 -0.016 0.430 -0.285
H -4.9276 -2.5217 7.2849 0.652 0.877 0.261
C -6.2595 1.7641 11.0551 0.022 0.020 0.068
Br -7.8691 2.8160 10.8416 0.213 -0.127 0.041
Br -4.6790 2.8769 11.1230 -0.225 -0.145 0.004
Br -6.3718 0.5855 12.5844 0.013 0.181 -0.205
H -6.1696 1.1388 10.1760 0.011 0.024 0.078
C 10.1885 -0.0684 -8.0327 0.024 0.021 0.080
Br 8.9783 -0.9752 -9.2411 0.156 0.046 0.154
Br 9.5541 -0.1287 -6.2071 0.268 -0.149 -0.136
Br 11.9910 -0.7505 -8.1861 -0.281 0.063 0.018
H 10.2148 0.9729 -8.3279 -0.025 -0.079 0.011
C -0.8258 10.3710 -8.1456 -0.016 -0.030 -0.034
Br 0.7016 10.6058 -6.9822 -0.098 0.019 -0.186
Br -1.0773 11.8935 -9.3115 0.071 -0.220 0.156
Br -0.7174 8.7154 -9.1391 0.018 0.241 0.138
H -1.7012 10.3056 -7.5117 0.074 -0.009 -0.031
C 9.9883 6.2065 0.2088 0.063 0.002 -0.143
Br 9.7605 6.8128 -1.6131 0.030 -0.048 0.260
Br 8.2878 5.8586 1.0666 0.828 -0.322 0.153
Br 11.1626 4.6733 0.3128 -0.151 0.206 0.020
H 10.4623 7.0109 0.7561 -0.052 -0.069 -0.024
C -2.0948 -2.9081 -8.7194 0.028 0.103 0.005
Br -3.4444 -1.5313 -8.8702 0.222 -0.171 0.050
Br -0.4618 -2.4147 -9.6320 -0.201 -0.035 0.146
Br -1.7642 -3.3847 -6.8741 -0.092 0.004 -0.159
H -2.4819 -3.7906 -9.2119 0.034 0.060 0.041
C -5.2881 -11.0850 -2.9517 -0.056 -0.050 0.028
Br -4.2960 -12.7137 -2.6282 -0.158 0.213 -0.036
Br -6.6557 -11.3321 -4.2972 0.174 0.014 0.195
Br -6.0168 -10.3534 -1.3153 0.139 -0.081 -0.213
H -4.5868 -10.3578 -3.3415 -0.053 -0.057 0.014